# 1
Here is a cluster of 14 separate species, C26H32Cl39NO5 in total in a non-equilibrium geometry from OMol25. Energies are from ωB97M-V/def2-TZVPD.

Values from the calculation:
HOMO-LUMO gap in eV: 8.28
E_tot in Ha: -19388.25865

Each line ends with the Mulliken charge.
Positions of all 103 atoms, in Å:
O 7.06 -4.45 -1.72  -0.5454
C 6.80 -3.33 -1.42  0.5503
O 6.68 -2.76 -0.19  -0.3841
C 6.26 -1.40 -0.31  -0.3144
O 7.32 -0.53 0.00  -0.5595
C 5.73 -1.35 -1.76  1.8486
C 6.04 -0.09 -2.58  -1.5150
C 5.08 1.09 -2.35  -0.4570
O 3.79 0.92 -2.95  -0.3937
C 4.27 -1.83 -1.64  -0.6652
C 3.78 -2.71 -2.80  -0.6296
C 2.33 -3.21 -2.59  0.0353
C 1.27 -2.11 -2.84  -0.7691
N 0.94 -1.48 -1.56  0.3723
C 0.36 -2.06 -0.46  -0.0567
C 0.26 -1.09 0.54  -0.0237
C 0.81 0.14 0.02  -2.2488
C 1.18 -0.19 -1.24  0.0941
O 6.58 -2.35 -2.37  -0.5657
H 5.49 -1.18 0.43  0.5197
H 7.63 -0.78 0.87  0.3499
H 7.03 0.26 -2.26  0.4618
H 6.06 -0.29 -3.66  0.3523
H 4.98 1.36 -1.29  0.3264
H 5.53 1.97 -2.84  0.2136
H 3.84 0.25 -3.64  0.2834
H 4.19 -2.45 -0.73  0.3531
H 3.64 -0.95 -1.46  0.2272
H 4.41 -3.61 -2.82  0.4132
H 3.86 -2.23 -3.79  0.1599
H 2.14 -4.08 -3.23  0.5063
H 2.27 -3.59 -1.56  -0.4484
H 0.36 -2.52 -3.29  0.3657
H 1.68 -1.34 -3.51  0.3205
H 0.06 -3.13 -0.48  -0.2648
H -0.15 -1.18 1.52  0.7260
H 0.94 1.11 0.48  0.6896
H 1.66 0.47 -1.96  0.6593
C -2.80 2.30 -0.73  0.2240
Cl -1.81 1.01 -0.06  -0.0089
Cl -2.47 3.82 0.10  -0.1404
Cl -2.51 2.47 -2.46  0.0390
H -3.84 2.05 -0.58  -0.0708
C -6.56 2.35 -3.46  0.0326
Cl -5.39 1.77 -4.64  -0.0937
Cl -7.83 1.16 -3.19  -0.1582
Cl -5.76 2.76 -1.94  -0.1143
H -7.02 3.25 -3.85  0.2937
C -10.64 2.36 -1.22  0.3548
Cl -10.49 2.24 0.53  -0.0963
Cl -12.32 2.16 -1.72  -0.1339
Cl -10.00 3.90 -1.79  -0.1291
H -10.06 1.57 -1.67  0.0079
C -0.17 6.40 -2.20  -0.0694
Cl 1.16 7.32 -2.92  -0.1503
Cl -1.48 6.18 -3.35  -0.1010
Cl 0.40 4.84 -1.60  0.0285
H -0.55 6.97 -1.35  0.3349
C -7.05 1.19 3.15  0.4670
Cl -7.48 2.51 4.24  -0.1071
Cl -8.40 0.07 2.96  -0.1315
Cl -6.53 1.82 1.58  -0.0513
H -6.22 0.64 3.60  -0.1549
C 4.15 5.44 -4.33  0.3999
Cl 5.02 5.44 -2.80  -0.0498
Cl 5.10 6.25 -5.59  -0.1386
Cl 3.76 3.79 -4.82  -0.1012
H 3.23 5.99 -4.20  -0.1354
C -2.33 -3.85 2.84  -0.0830
Cl -1.56 -3.88 4.43  -0.0974
Cl -1.35 -2.94 1.70  -0.0258
Cl -2.61 -5.49 2.25  -0.1322
H -3.29 -3.35 2.94  0.2954
C -4.10 1.23 6.66  0.4730
Cl -2.59 1.77 5.92  -0.1205
Cl -5.04 2.60 7.23  -0.1245
Cl -5.04 0.26 5.51  -0.1045
H -3.86 0.60 7.51  -0.1459
C 4.42 5.32 1.31  -0.1045
Cl 5.75 6.21 0.56  -0.1239
Cl 3.10 5.10 0.16  -0.0004
Cl 4.98 3.76 1.91  -0.1183
H 4.06 5.90 2.14  0.3243
C -1.43 -1.88 7.79  0.1782
Cl -0.13 -1.15 8.73  -0.1272
Cl -1.29 -3.64 7.79  -0.0576
Cl -3.01 -1.38 8.42  -0.1747
H -1.35 -1.53 6.77  0.1803
C 1.50 -5.96 0.29  0.0732
Cl 2.52 -4.63 0.85  -0.1131
Cl 1.49 -7.26 1.47  -0.1314
Cl -0.15 -5.40 -0.03  -0.0975
H 1.92 -6.34 -0.64  0.3380
C -2.72 2.76 -7.46  -0.0617
Cl -2.64 2.62 -5.70  0.0022
Cl -4.38 2.58 -8.02  -0.1230
Cl -2.06 4.31 -7.99  -0.1224
H -2.13 1.97 -7.90  0.2948
C -0.74 -7.53 9.67  0.0497
Cl -1.08 -7.17 7.97  -0.1052
Cl -1.31 -6.23 10.71  -0.1112
Cl -1.48 -9.07 10.13  -0.1246
H 0.33 -7.62 9.79  0.2878

---

# 2
Here is the molecule C18H18N6O2S in a non-equilibrium geometry from OMol25. Energies are from ωB97M-V/def2-TZVPD.

Values from the calculation:
SMILES string: Cn1c(=O)c2sccc2n2c(CCCC(=O)NCc3cccnc3)nnc12
HOMO-LUMO gap in eV: 8.88
E_tot in Ha: -1573.97730

Each line ends with the natural charge from an NBO analysis.
Positions of all 45 atoms, in Å:
C 2.72 -2.13 -0.05  -0.4140
N 1.48 -1.99 0.69  -0.4068
C 0.35 -1.81 -0.03  0.5137
N 0.25 -1.74 -1.33  -0.3487
N -1.04 -1.52 -1.62  -0.2863
C -1.73 -1.46 -0.52  0.3426
N -0.89 -1.66 0.56  -0.3593
C -0.99 -1.67 1.93  0.1865
C 0.18 -1.83 2.65  -0.3507
C 1.50 -1.99 2.07  0.6492
O 2.53 -2.14 2.70  -0.5989
S -0.10 -1.81 4.35  0.5286
C -1.78 -1.62 4.08  -0.3651
C -2.13 -1.56 2.77  -0.2732
H -3.14 -1.45 2.43  0.2281
H -2.44 -1.56 4.92  0.2426
C -3.18 -1.14 -0.49  -0.4489
C -3.47 0.08 -1.36  -0.3743
H -3.02 -0.09 -2.34  0.2223
H -4.55 0.19 -1.49  0.2137
C -2.92 1.37 -0.74  -0.4976
C -1.41 1.32 -0.54  0.6889
O -0.90 1.18 0.56  -0.6530
N -0.69 1.48 -1.67  -0.6098
H -1.17 1.49 -2.56  0.3985
C 0.75 1.38 -1.70  -0.2561
C 1.36 2.57 -2.38  -0.0722
C 1.03 3.86 -1.97  -0.1681
C 1.62 4.94 -2.62  -0.2515
C 2.51 4.68 -3.65  0.0303
N 2.82 3.46 -4.05  -0.4117
C 2.26 2.44 -3.43  0.0319
H 2.55 1.46 -3.78  0.1917
H 2.99 5.49 -4.19  0.1919
H 1.39 5.95 -2.33  0.2188
H 0.34 4.01 -1.16  0.2205
H 1.04 0.45 -2.21  0.2264
H 1.08 1.33 -0.66  0.2419
H -3.16 2.22 -1.38  0.2236
H -3.38 1.53 0.24  0.2262
H -3.74 -2.00 -0.87  0.2378
H -3.50 -0.94 0.53  0.2130
H 2.61 -2.92 -0.80  0.2204
H 3.50 -2.39 0.67  0.2473
H 2.97 -1.20 -0.55  0.2097

---

# 3
Here is a structure of composition C13H36O3SbSi2 in a non-equilibrium geometry from OMol25. Energies are from ωB97M-V/def2-TZVPD.

Values from the calculation:
HOMO-LUMO gap in eV: 5.67
Total charge: -1
E_tot in Ha: -1561.86497

Each line ends with the natural charge from an NBO analysis.
Positions of all 55 atoms, in Å:
C 0.40 -4.12 0.11  -0.7398
C 0.86 -2.75 0.52  0.8296
O 1.91 -2.56 1.01  -0.5598
O -0.03 -1.75 0.28  -0.5611
C -0.90 -1.68 1.44  -0.0687
C -2.40 -1.69 1.11  -0.4362
C -2.76 -2.29 -0.24  -0.3933
C -4.19 -1.92 -0.67  -0.4080
C -5.22 -1.97 0.45  -0.7889
Sb -5.76 -4.03 1.13  0.9222
H -0.67 -4.17 0.03  0.2414
H 0.80 -4.33 -0.88  0.2375
H 0.75 -4.87 0.80  0.2304
H -0.69 -2.46 2.16  0.1800
H -0.68 -0.74 1.94  0.1782
H -2.91 -2.26 1.87  0.2361
H -2.78 -0.67 1.11  0.1967
H -2.59 -3.36 -0.26  0.2036
H -2.09 -1.88 -0.98  0.1935
H -4.16 -0.92 -1.09  0.1725
H -4.51 -2.61 -1.44  0.2082
H -6.14 -1.56 0.05  0.2000
H -4.97 -1.37 1.32  0.1879
H -4.06 -4.46 1.37  -0.3140
H -5.88 -3.40 2.80  -0.2966
H -7.49 -3.63 0.88  -0.3000
H -5.70 -4.62 -0.54  -0.2927
H -6.23 -5.64 1.70  -0.2496
O 2.31 3.26 -0.93  -1.2498
Si 3.73 3.74 -1.59  1.9166
C 4.61 2.28 -2.38  -1.1430
C 4.85 4.47 -0.28  -1.1423
C 3.43 5.03 -2.90  -1.1351
Si 1.74 2.21 0.23  1.9057
C -0.12 2.33 0.33  -1.1338
C 2.45 2.65 1.90  -1.1404
C 2.21 0.46 -0.19  -1.1500
H 4.90 1.55 -1.62  0.2376
H 5.51 2.62 -2.90  0.2312
H 3.96 1.79 -3.10  0.2401
H 4.34 5.28 0.25  0.2362
H 5.76 4.87 -0.73  0.2321
H 5.14 3.72 0.45  0.2348
H 2.94 5.91 -2.48  0.2364
H 2.80 4.64 -3.70  0.2387
H 4.38 5.35 -3.34  0.2311
H -0.45 3.34 0.60  0.2321
H -0.49 1.64 1.10  0.2387
H -0.59 2.06 -0.62  0.2432
H 3.54 2.50 1.92  0.2288
H 2.01 2.02 2.68  0.2404
H 2.26 3.70 2.15  0.2310
H 3.29 0.32 -0.16  0.2255
H 1.85 0.19 -1.19  0.2372
H 1.76 -0.23 0.53  0.2681

---

# 4
Here is a structure of composition C26H29AuCl3IN2OSSi2 in a non-equilibrium geometry from OMol25. Energies are from ωB97M-V/def2-TZVPD.

Values from the calculation:
HOMO-LUMO gap in eV: 7.29
E_tot in Ha: -3984.15148

Each line ends with the Mulliken charge.
Positions of all 66 atoms, in Å:
Au 0.24 -0.34 -1.75  0.0729
C -1.03 -3.54 -1.61  -1.0828
Si -0.55 -2.30 -2.90  0.4851
C -1.95 -2.06 -4.10  -1.0522
C 0.92 -2.97 -3.85  0.4678
C 0.80 -4.16 -4.57  -0.5378
C 1.88 -4.70 -5.25  -0.6954
C 3.11 -4.04 -5.23  -0.6790
C 3.23 -2.85 -4.52  -0.4469
C 2.14 -2.31 -3.82  0.3998
Si 2.35 -0.72 -2.84  0.3640
C 3.74 -1.01 -1.63  -1.1280
C 2.82 0.64 -4.01  -1.0727
H -1.22 -4.50 -2.11  0.4078
H -1.93 -3.26 -1.06  0.3280
H -0.22 -3.68 -0.88  0.2779
H -2.12 -3.02 -4.59  0.3503
H -1.70 -1.32 -4.85  0.3026
H -2.87 -1.75 -3.60  0.3126
H -0.15 -4.69 -4.60  0.2917
H 1.78 -5.63 -5.79  0.3872
H 3.96 -4.45 -5.75  0.3901
H 4.19 -2.34 -4.52  0.2933
H 4.68 -1.02 -2.18  0.3715
H 3.61 -1.97 -1.13  0.3219
H 3.81 -0.22 -0.87  0.3537
H 3.73 0.34 -4.54  0.3605
H 3.01 1.58 -3.49  0.3185
H 2.03 0.82 -4.74  0.3037
I -1.27 1.88 -1.39  -0.5603
Cl 3.98 4.77 3.32  -0.2198
C 2.45 3.95 3.37  0.4233
C 1.76 3.71 2.20  -1.0776
C 0.54 3.06 2.26  0.3033
C 0.00 2.62 3.47  -0.4367
C -1.33 1.91 3.44  0.5171
C -1.22 0.41 3.71  -1.1792
N -0.35 -0.18 2.71  0.2997
C 1.00 -0.44 2.82  -0.2825
C 1.40 -0.82 1.57  -0.9019
N 0.32 -0.78 0.71  0.1128
C -0.70 -0.40 1.43  -0.4017
O -2.28 2.46 4.34  -0.2887
C -3.32 3.17 3.68  -0.8239
C -4.12 2.27 2.77  0.3347
C -4.86 1.21 3.20  0.5439
Cl -5.11 0.73 4.83  -0.1865
S -5.57 0.33 1.91  -0.1950
C -4.88 1.39 0.75  -0.5770
C -4.14 2.36 1.34  -0.6229
C 0.73 2.87 4.63  0.8850
Cl 0.17 2.34 6.19  -0.1989
C 1.95 3.53 4.59  -0.8427
H 2.16 4.04 1.25  0.4678
H -0.01 2.86 1.35  0.1596
H -1.70 2.01 2.42  0.0965
H -2.22 -0.02 3.63  0.3126
H -0.84 0.21 4.71  0.3057
H 1.53 -0.32 3.74  0.4695
H 2.38 -1.10 1.24  0.4490
H -1.70 -0.23 1.06  0.5038
H -2.90 3.99 3.09  0.2928
H -3.94 3.59 4.46  0.4251
H -5.04 1.22 -0.30  0.4709
H -3.61 3.12 0.79  0.4986
H 2.50 3.71 5.50  0.4575